{"formula": "C14H21NO2", "method": "wB97M-V/def2-TZVPD", "species": ["C", "H", "O", "C", "C", "C", "C", "C", "C", "H", "H", "O", "C", "C", "N", "H", "C", "C", "H", "H", "C", "H", "H", "C", "H", "H", "C", "H", "H", "H", "H", "H", "H", "H", "H", "H", "H", "H"], "xyz": [[-5.288, -1.632, 0.063], [-6.115, -1.840, 0.505], [-4.626, -0.406, 0.567], [-3.544, -0.045, 0.088], [-3.074, 0.943, 0.598], [-1.964, 1.609, 0.407], [-1.272, 1.020, -0.531], [-1.707, 0.036, -1.456], [-2.931, -0.536, -1.035], [-3.190, -1.483, -1.472], [-1.181, -0.206, -2.134], [-0.112, 1.729, -1.299], [0.725, 2.433, -0.588], [1.342, 2.188, 0.869], [2.551, 1.372, 0.456], [2.984, 1.219, 1.588], [2.455, -0.051, -0.036], [1.649, -1.051, 0.796], [0.786, -1.046, 0.257], [1.558, -0.660, 1.880], [2.495, -2.270, 0.490], [2.999, -2.334, 1.649], [1.930, -3.039, 0.460], [3.434, -1.927, -0.404], [4.394, -2.421, -0.781], [3.079, -2.133, -1.540], [3.800, -0.675, -0.423], [4.264, 0.120, -1.342], [4.392, -0.364, 0.528], [1.913, 0.261, -0.947], [0.582, 1.598, 1.310], [1.529, 2.939, 1.331], [0.092, 3.521, -0.252], [1.486, 2.797, -1.169], [-1.595, 2.510, 0.878], [-3.625, 1.745, 1.603], [-4.652, -2.495, -0.104], [-5.560, -1.430, -0.813]], "nbo_charge": [-0.2274, 0.1890, -0.4645, 0.2619, -0.1470, -0.2940, 0.2697, -0.1711, -0.2721, 0.2107, 0.1867, -0.5294, 0.0001, -0.2024, -0.6106, 0.2932, -0.0442, -0.4320, 0.2127, 0.2077, -0.3701, 0.1630, 0.2162, -0.4644, 0.2436, 0.1927, -0.3821, 0.2460, 0.1839, 0.1961, 0.1652, 0.1695, 0.0454, 0.1911, 0.2462, 0.1760, 0.1759, 0.1690], "fmax_ha_per_bohr": 0.34757, "spin_multiplicity": 1, "total_charge": 0, "homo_lumo_gap_ev": 8.663, "e_lumo_ev": 0.65, "mol_weight_g_mol": 235.3, "de_lowest_ev": 16.405, "homo_energy_ev": -8.0}



{"formula": "C28H59ClNO5S", "method": "wB97M-V/def2-TZVPD", "species": ["C", "C", "C", "C", "C", "C", "C", "C", "C", "C", "C", "C", "C", "N", "S", "Cl", "H", "H", "H", "H", "H", "H", "H", "H", "H", "H", "H", "H", "H", "H", "H", "H", "H", "H", "H", "H", "H", "H", "H", "H", "H", "H", "H", "H", "H", "C", "C", "O", "C", "H", "H", "H", "H", "H", "H", "C", "C", "O", "C", "H", "H", "H", "H", "H", "H", "C", "C", "O", "C", "H", "H", "H", "H", "H", "H", "C", "C", "O", "C", "H", "H", "H", "H", "H", "H", "C", "C", "O", "C", "H", "H", "H", "H", "H", "H"], "xyz": [[1.180, -1.658, 2.354], [1.047, -1.286, 0.881], [0.361, 0.044, 0.664], [-1.140, 0.056, 0.921], [-1.531, -0.042, 2.404], [-2.788, 0.756, 2.775], [-3.979, -0.103, 3.255], [-5.213, -0.009, 2.335], [-4.966, -0.049, 0.827], [-4.954, -1.460, 0.162], [-4.598, -2.639, 1.043], [-4.510, -3.963, 0.244], [-3.136, -4.464, -0.145], [-2.120, -4.497, 0.953], [-2.697, -5.117, 2.515], [-0.882, -5.629, 0.444], [0.241, -1.943, 2.813], [1.829, -2.505, 2.439], [1.568, -0.841, 2.927], [2.051, -1.183, 0.508], [0.554, -2.047, 0.290], [0.486, 0.279, -0.383], [0.859, 0.834, 1.193], [-1.640, -0.745, 0.383], [-1.532, 0.987, 0.545], [-1.651, -1.085, 2.669], [-0.692, 0.313, 2.977], [-3.067, 1.440, 1.996], [-2.475, 1.350, 3.615], [-4.280, 0.292, 4.211], [-3.693, -1.120, 3.466], [-5.695, 0.920, 2.573], [-5.893, -0.786, 2.640], [-5.806, 0.451, 0.383], [-4.110, 0.514, 0.524], [-4.176, -1.423, -0.592], [-5.873, -1.649, -0.364], [-3.662, -2.456, 1.549], [-5.360, -2.779, 1.787], [-5.019, -3.803, -0.691], [-5.033, -4.758, 0.740], [-2.727, -3.960, -0.998], [-3.260, -5.484, -0.452], [-1.623, -3.608, 1.046], [-3.187, -3.975, 3.062], [-5.232, 5.041, 2.210], [-4.556, 4.124, 1.223], [-5.057, 3.075, 0.900], [-3.233, 4.564, 0.657], [-6.171, 4.599, 2.533], [-4.592, 5.186, 3.082], [-5.439, 6.004, 1.743], [-2.509, 4.689, 1.466], [-3.352, 5.505, 0.120], [-2.864, 3.814, -0.033], [-1.201, 4.712, -3.932], [-1.097, 3.704, -2.819], [-1.807, 3.771, -1.846], [-0.072, 2.614, -2.976], [-1.974, 5.437, -3.692], [-0.251, 5.234, -4.050], [-1.463, 4.212, -4.864], [0.922, 3.046, -3.055], [-0.286, 2.027, -3.867], [-0.106, 1.960, -2.106], [4.627, -0.996, 4.457], [4.968, -0.937, 2.989], [4.252, -0.367, 2.204], [6.236, -1.617, 2.547], [3.694, -0.468, 4.634], [4.511, -2.034, 4.771], [5.416, -0.522, 5.041], [6.187, -2.682, 2.778], [7.093, -1.169, 3.050], [6.359, -1.497, 1.476], [6.877, -2.174, -2.615], [7.667, -1.439, -1.563], [7.794, -1.882, -0.453], [8.291, -0.126, -1.960], [6.487, -3.097, -2.195], [6.041, -1.558, -2.951], [7.519, -2.416, -3.463], [7.516, 0.577, -2.268], [8.995, -0.280, -2.779], [8.826, 0.290, -1.111], [2.965, 0.775, -6.787], [2.915, 1.365, -5.402], [2.019, 2.091, -5.061], [4.036, 1.007, -4.459], [2.103, 1.114, -7.355], [3.872, 1.099, -7.298], [2.944, -0.314, -6.731], [4.989, 1.341, -4.870], [4.060, -0.072, -4.302], [3.874, 1.498, -3.503]], "mulliken_charge": [-1.3545, -0.5899, -0.9290, 0.4129, -0.1321, -0.3579, -0.7866, -1.2299, -0.1891, -1.4203, 1.3749, -1.2002, -0.5907, 0.1596, 0.0165, 0.0774, 0.2973, 0.4554, 0.2771, 0.4664, 0.3200, -0.1683, 0.5535, -0.1240, 0.3494, -0.3241, 0.6579, -0.3408, 0.5236, 0.3979, 0.3779, 0.5256, 0.3905, 0.5173, 0.1814, 0.2735, 0.4089, -0.9353, 0.3267, 0.4281, 0.4949, 0.4689, 0.4456, 0.1566, 0.2251, -1.3202, 0.9114, -0.5072, -1.0162, 0.3472, 0.3235, 0.3624, 0.3542, 0.4093, 0.2316, -1.1838, 0.6071, -0.4760, -0.1965, 0.3235, 0.3242, 0.3277, 0.3126, 0.3258, -0.3657, -1.2161, 0.9294, -0.5323, -1.0079, 0.2908, 0.3085, 0.4047, 0.3449, 0.3550, 0.1646, -0.8367, 0.8628, -0.5593, -1.0962, 0.3032, 0.0349, 0.3652, 0.2685, 0.3487, 0.3055, -1.1491, 0.6781, -0.4791, -0.9935, 0.2864, 0.3493, 0.3320, 0.3718, 0.2631, 0.3198], "fmax_ha_per_bohr": 0.03160, "spin_multiplicity": 1, "total_charge": 1, "homo_lumo_gap_ev": 6.333, "e_lumo_ev": -4.62, "mol_weight_g_mol": 557.3, "homo_energy_ev": -11.0}